# 1
{
  "formula": "C26H33B2Cl3NO3S",
  "method": "wB97M-V/def2-TZVPD",
  "elements": ["Cl", "B", "Cl", "Cl", "O", "C", "C", "C", "C", "C", "C", "C", "H", "H", "H", "H", "H", "H", "C", "C", "C", "C", "C", "B", "C", "C", "C", "C", "N", "C", "C", "C", "C", "O", "C", "C", "C", "C", "C", "C", "O", "S", "H", "H", "H", "H", "H", "H", "H", "H", "H", "H", "H", "H", "H", "H", "H", "H", "H", "H", "H", "H", "H", "H", "H", "H", "H", "H", "H"],
  "xyz": [[3.37112, -0.90069, 3.31449], [2.14224, 0.45693, 3.68412], [1.74341, 0.50797, 5.48742], [2.85982, 2.08590, 3.10602], [0.90936, 0.19326, 2.88047], [-0.15962, 0.87456, 2.62740], [-1.34287, 0.55193, 3.37536], [-2.34915, 1.52284, 3.56798], [-3.52369, 1.19529, 4.22408], [-3.72824, -0.10069, 4.70569], [-2.70521, -1.05495, 4.58679], [-1.50880, -0.73377, 3.96001], [-0.08614, 1.78705, 2.03246], [-2.14351, 2.52494, 3.19444], [-4.26899, 1.97702, 4.41032], [-4.67056, -0.36409, 5.18275], [-2.82967, -2.05272, 5.00224], [-0.67347, -1.42990, 3.92499], [-0.10210, -0.13671, -6.58449], [-0.15023, 0.43067, -5.22016], [-0.24073, 1.74250, -4.82493], [-0.28279, 1.91671, -3.38860], [-0.18822, 0.70468, -2.72396], [-0.35532, 0.26811, -1.11251], [1.17129, 0.53022, -0.56337], [1.93244, -0.52772, -0.09502], [3.28712, -0.33645, 0.20140], [3.86461, 0.95537, 0.13391], [5.15071, 1.19656, 0.53020], [5.65231, 2.55291, 0.55019], [5.84816, 0.27212, 1.40420], [3.05531, 2.02179, -0.33921], [1.72065, 1.79957, -0.67044], [-1.35274, 1.13762, -0.56377], [-2.55825, 0.42996, -0.79198], [-3.55641, 0.88653, 0.26017], [-3.10912, 0.74280, -2.17385], [-2.10306, -1.11492, -0.68861], [-2.06236, -1.64732, 0.74345], [-2.95632, -2.07219, -1.50323], [-0.76188, -1.10080, -1.16226], [-0.06518, -0.62450, -3.84314], [-0.19704, 0.65196, -7.33274], [0.84414, -0.66703, -6.74986], [-0.92505, -0.85096, -6.71976], [-0.28528, 2.55654, -5.54334], [-0.34958, 2.88990, -2.90940], [1.50391, -1.51974, 0.01451], [3.88263, -1.18578, 0.51294], [5.70037, 2.97581, -0.46461], [5.02676, 3.21481, 1.17792], [6.65966, 2.51401, 0.97943], [5.38340, 0.26158, 2.40940], [5.81964, -0.74117, 0.97702], [6.89170, 0.60719, 1.48621], [3.46689, 3.02680, -0.41030], [1.12838, 2.63391, -1.04613], [-4.43034, 0.22400, 0.27907], [-3.10184, 0.91830, 1.25631], [-3.90166, 1.89742, 0.01363], [-4.12706, 0.34386, -2.28615], [-3.14442, 1.82730, -2.33008], [-2.48705, 0.31313, -2.96643], [-3.08335, -1.72313, 1.14637], [-1.60851, -2.65036, 0.76444], [-1.47655, -0.99282, 1.40728], [-3.98779, -2.03400, -1.12598], [-2.95698, -1.81358, -2.56518], [-2.59509, -3.10170, -1.39136]],
  "lowdin_charge": [0.5577, -1.8401, 0.5045, 0.5504, -0.0560, 0.0292, -0.1863, -0.0176, -0.0702, -0.0486, -0.0519, 0.0044, 0.1624, 0.1326, 0.1120, 0.1071, 0.1093, 0.1362, -0.1467, -0.6237, -0.1534, -0.1490, -0.3706, -0.9552, -0.1117, -0.0486, -0.0703, -0.2861, -0.2085, -0.0994, -0.0994, -0.0502, -0.0539, 0.0602, -0.4735, -0.0107, -0.0244, -0.4665, -0.0087, -0.0218, 0.0082, 1.0802, 0.0672, 0.0672, 0.0660, 0.0891, 0.0977, 0.1138, 0.0702, 0.0846, 0.0734, 0.0731, 0.0276, 0.0779, 0.0750, 0.0839, 0.1063, 0.0868, 0.0540, 0.0884, 0.0872, 0.0984, 0.0640, 0.0847, 0.0986, 0.0632, 0.0856, 0.0768, 0.0878],
  "total_charge": -1,
  "spin_multiplicity": 1,
  "lumo_ev": 0.2
}

=====

# 2
{
  "formula": "C26H33Cl2N3Si2Tc",
  "method": "wB97M-V/def2-TZVPD",
  "elements": ["Tc", "C", "C", "N", "C", "C", "C", "C", "C", "C", "C", "N", "C", "C", "C", "C", "C", "C", "C", "C", "N", "C", "H", "H", "H", "H", "H", "H", "H", "H", "H", "H", "H", "H", "Cl", "C", "Cl", "H", "H", "C", "Si", "C", "C", "C", "Si", "C", "C", "C", "H", "H", "H", "H", "H", "H", "H", "H", "H", "H", "H", "H", "H", "H", "H", "H", "H", "H", "H"],
  "xyz": [[-0.86441, 0.09824, -0.00960], [-1.58539, 4.08968, 1.55849], [-0.64755, 3.23884, 0.73518], [-0.78966, 1.81524, 1.06671], [-0.82962, 1.53575, 2.40472], [-1.28392, 2.48367, 3.34619], [-1.81726, 3.74883, 2.82048], [-1.32144, 2.12018, 4.67182], [-0.94473, 0.82600, 5.06580], [-0.55218, -0.12629, 4.14905], [-0.48099, 0.21444, 2.79492], [-0.18133, -0.60870, 1.71613], [0.02712, -2.00453, 1.77697], [0.65600, -2.70103, 2.77275], [0.75174, -4.11131, 2.72044], [0.24405, -4.81667, 1.67152], [-0.34576, -4.12190, 0.58822], [-0.82581, -4.76228, -0.57385], [-1.32650, -4.01851, -1.60910], [-1.35899, -2.62765, -1.48758], [-0.93540, -1.98632, -0.40746], [-0.43259, -2.72342, 0.64442], [-1.96551, 5.00695, 1.12182], [-0.87731, 3.35764, -0.33209], [-2.42237, 4.36658, 3.47630], [-1.67999, 2.83255, 5.40641], [-0.99128, 0.55058, 6.11174], [-0.33600, -1.12559, 4.49532], [1.12059, -2.17520, 3.59515], [1.23839, -4.62975, 3.53570], [0.30427, -5.89703, 1.64005], [-0.79157, -5.84454, -0.63459], [-1.68871, -4.48162, -2.51760], [-1.74066, -2.01896, -2.29766], [-3.34213, -0.20657, 0.88677], [-3.92595, 0.15454, -0.75683], [-2.51998, 0.70371, -1.75668], [-4.64194, 0.96358, -0.71536], [-4.33816, -0.74097, -1.20166], [3.21128, -0.18192, -3.01366], [1.66720, -0.90573, -2.25880], [0.42243, -1.20853, -3.62504], [2.08568, -2.40272, -1.24563], [0.99188, 0.46126, -1.07237], [1.13399, 1.91652, -2.05103], [2.63286, 2.93894, -2.17249], [-0.11520, 2.40534, -3.29168], [0.79086, 3.69922, 1.02422], [3.82016, -0.97177, -3.46876], [3.83758, 0.31753, -2.26555], [2.98682, 0.53748, -3.81680], [0.15089, -2.26596, -3.70271], [0.85064, -0.92377, -4.59187], [-0.50137, -0.63742, -3.49087], [1.64486, -3.31059, -1.67301], [1.75077, -2.30839, -0.20994], [3.17197, -2.53860, -1.22874], [1.78631, 0.52067, -0.31236], [2.99202, 2.89958, -3.20766], [3.43123, 2.61671, -1.50337], [2.38371, 3.98190, -1.95717], [-0.37320, 1.56580, -3.94783], [0.28824, 3.21149, -3.90415], [-1.04029, 2.76106, -2.82911], [0.98055, 3.62713, 2.09599], [1.53416, 3.07603, 0.52396], [0.92684, 4.74057, 0.72344]],
  "lowdin_charge": [1.1561, -0.0292, -0.3729, -0.0994, -0.2227, -0.1545, -0.0127, 0.0027, -0.0306, -0.0076, -0.2070, -0.0630, -0.2120, 0.0129, -0.0240, 0.0016, -0.1470, 0.0405, -0.0169, -0.1424, -0.0541, -0.1923, 0.1226, 0.1113, 0.1279, 0.1292, 0.1218, 0.1009, 0.1195, 0.1246, 0.1303, 0.1395, 0.1268, 0.0868, 0.6753, -0.7896, 0.6281, 0.0528, 0.0518, -0.1840, 0.4289, -0.1732, -0.1357, -0.4813, 0.6634, -0.1665, -0.1726, -0.0218, 0.0607, 0.0463, 0.0405, 0.0385, 0.0539, -0.0066, 0.0496, 0.0247, 0.0568, 0.0396, 0.0659, 0.0579, 0.0615, 0.0433, 0.0594, 0.0155, 0.0991, 0.0503, 0.1008],
  "total_charge": 2,
  "e_above_lowest_kcal_mol": 48.0,
  "spin_multiplicity": 4,
  "lumo_ev": [-6.4, -7.0]
}

=====

# 3
{
  "formula": "C26H33F32N2O4Si",
  "method": "wB97M-V/def2-TZVPD",
  "elements": ["C", "Si", "C", "C", "N", "C", "C", "C", "N", "H", "H", "H", "H", "H", "H", "H", "H", "H", "H", "H", "H", "H", "H", "H", "H", "H", "C", "C", "C", "F", "F", "F", "F", "O", "C", "C", "F", "F", "F", "F", "H", "H", "H", "H", "C", "C", "C", "F", "F", "F", "F", "O", "C", "C", "F", "F", "F", "F", "H", "H", "H", "H", "C", "C", "C", "F", "F", "F", "F", "O", "C", "C", "F", "F", "F", "F", "H", "H", "H", "H", "C", "C", "C", "F", "F", "F", "F", "O", "C", "C", "F", "F", "F", "F", "H", "H", "H", "H"],
  "xyz": [[-0.49094, 4.18378, -6.63089], [0.10263, 2.66831, -5.53360], [0.98018, 1.40884, -6.69875], [-1.43831, 1.85373, -4.72027], [1.31744, 3.33388, -4.38815], [1.19301, 2.74616, -3.00066], [2.70717, 2.80566, -2.30064], [3.75730, 3.78114, -3.10016], [5.10782, 3.64533, -2.36983], [0.18308, 5.11690, -6.35061], [-0.32956, 3.88607, -7.75153], [-1.60328, 4.47444, -6.37366], [1.30798, 0.41767, -6.14712], [0.35228, 1.08566, -7.63562], [1.99574, 1.92243, -7.05874], [-2.40395, 2.52355, -4.90448], [-1.32553, 1.57203, -3.58972], [-1.65649, 0.83482, -5.30194], [0.77190, 1.65449, -3.00335], [0.53917, 3.50909, -2.36802], [3.13116, 1.70667, -2.38680], [2.56817, 3.17391, -1.19567], [3.42988, 4.91082, -3.15709], [3.95915, 3.41768, -4.20809], [5.58629, 4.56605, -2.49009], [5.66705, 2.96620, -2.95051], [-3.29243, -2.47946, -0.17633], [-4.81941, -2.36835, -0.04044], [-5.57567, -2.20560, -1.35407], [-5.19778, -1.10372, -2.04311], [-6.90972, -2.07210, -1.12742], [-5.11506, -1.37158, 0.83364], [-5.25532, -3.52261, 0.55583], [-2.54577, -1.27162, 0.00929], [-2.47074, -0.41988, -1.13332], [-3.23606, 0.90023, -0.95201], [-4.53007, 0.69297, -0.61208], [-3.24408, 1.62114, -2.10423], [-2.86623, -1.11544, -2.22675], [-1.14709, -0.16079, -1.31712], [-2.95591, -3.12976, 0.64060], [-2.99073, -3.00975, -1.08750], [-5.43794, -3.07717, -1.99942], [-2.77666, 1.51188, -0.16928], [-1.30522, -7.38878, -1.07788], [-1.33384, -5.89173, -0.73080], [-0.01277, -5.15671, -0.92724], [0.99145, -5.67619, -0.18333], [-0.12701, -3.85436, -0.55345], [-1.80811, -5.73886, 0.53279], [-2.26610, -5.30712, -1.54750], [-1.10293, -8.29313, 0.01394], [0.25588, -8.47601, 0.41001], [0.56121, -7.89748, 1.80046], [0.22394, -6.58935, 1.89004], [1.88831, -7.98031, 2.08211], [1.06594, -7.98357, -0.55804], [0.46256, -9.82144, 0.41788], [-2.30643, -7.63901, -1.45001], [-0.63908, -7.61056, -1.92022], [0.29494, -5.17141, -1.97613], [0.01253, -8.44005, 2.57660], [-1.90105, -1.72602, 5.25668], [-0.44669, -1.43109, 5.65704], [-0.20578, -0.04518, 6.24463], [-0.55111, 0.95094, 5.39597], [1.11238, 0.13559, 6.52512], [0.36305, -1.67091, 4.59318], [-0.09450, -2.35671, 6.60418], [-2.23689, -1.52514, 3.87911], [-2.53011, -0.17713, 3.51366], [-1.47599, 0.43664, 2.57911], [-0.22922, 0.35822, 3.10101], [-1.72705, 1.75434, 2.35998], [-2.72764, 0.55043, 4.63947], [-3.73510, -0.21739, 2.88171], [-2.05327, -2.80090, 5.41474], [-2.62504, -1.24768, 5.92713], [-0.76128, 0.09056, 7.17633], [-1.46836, -0.07536, 1.61183], [2.91502, 3.34764, 3.27883], [4.36939, 3.64257, 3.67919], [4.61030, 5.02849, 4.26678], [4.26496, 6.02461, 3.41812], [5.92846, 5.20925, 4.54727], [5.17912, 3.40276, 2.61533], [4.72157, 2.71695, 4.62633], [2.57919, 3.54853, 1.90126], [2.28597, 4.89653, 1.53581], [3.34008, 5.51030, 0.60126], [4.58685, 5.43188, 1.12316], [3.08903, 6.82800, 0.38213], [2.08843, 5.62409, 2.66162], [1.08098, 4.85627, 0.90386], [2.76281, 2.27276, 3.43689], [2.19104, 3.82599, 3.94928], [4.05480, 5.16423, 5.19848], [3.34771, 4.99831, -0.36602]],
  "lowdin_charge": [-0.2569, 0.3105, -0.2804, -0.2410, -0.2517, -0.4187, -0.2037, -0.3092, -0.0921, 0.0278, 0.0113, 0.0162, 0.0265, 0.0136, 0.0374, 0.0373, 0.0005, 0.0361, 0.0640, 0.0820, 0.1009, 0.0710, 0.1088, 0.1003, 0.0430, 0.0547, -0.0525, -0.4251, -0.2869, 0.0881, 0.0875, 0.1169, 0.0993, 0.0030, -0.4704, -0.2601, 0.0864, 0.0943, 0.1243, 0.1413, 0.1458, 0.1286, 0.1736, 0.1684, -0.0512, -0.4288, -0.2822, 0.0866, 0.0992, 0.1205, 0.0951, 0.0313, -0.4747, -0.2672, 0.0889, 0.0959, 0.1205, 0.1349, 0.1509, 0.1474, 0.1786, 0.1751, -0.0547, -0.4323, -0.2899, 0.0824, 0.0896, 0.1270, 0.0975, 0.0337, -0.4645, -0.2607, 0.0893, 0.0961, 0.1177, 0.1377, 0.1496, 0.1449, 0.1733, 0.1540, -0.0544, -0.4328, -0.2914, 0.0826, 0.0853, 0.1280, 0.0948, 0.0337, -0.4734, -0.2649, 0.0835, 0.0897, 0.1102, 0.1363, 0.1491, 0.1435, 0.1715, 0.1465],
  "total_charge": -1,
  "spin_multiplicity": 1,
  "lumo_ev": 1.6
}